Entry from OMol25: a 2-piece molecular cluster, C29H30BClF7N2O13PS3 overall (ωB97M-V/def2-TZVPD).

```
87
C29H30BClF7N2O13PS3 | OMol25 | ωB97M-V/def2-TZVPD
C 4.159 -3.485 1.163
C 2.744 -3.067 0.876
C 2.044 -2.257 1.920
N 2.222 -3.406 -0.246
C 1.486 -2.448 -0.954
C 2.125 -1.282 -1.349
O 3.425 -1.029 -1.002
C 1.393 -0.337 -2.071
C 0.071 -0.530 -2.437
C -0.588 -1.722 -2.041
S -2.292 -2.044 -2.463
O -2.596 -1.731 -3.820
O -2.699 -3.380 -2.135
C -3.431 -0.967 -1.393
F -4.329 -1.777 -0.818
F -4.096 -0.162 -2.217
C -2.733 -0.220 -0.240
F -1.937 0.766 -0.669
F -2.025 -1.119 0.471
C -3.754 0.417 0.769
F -4.226 -0.464 1.629
F -4.718 1.073 0.140
F -3.062 1.328 1.479
C 0.135 -2.659 -1.280
C -0.436 -3.951 -0.751
C -0.299 -5.056 -1.779
O -0.378 -4.922 -2.936
Cl 0.015 -6.664 -1.064
C -0.517 0.628 -3.220
O -1.213 0.534 -4.183
C -0.094 2.012 -2.739
C -0.963 3.113 -2.680
P -2.688 2.970 -3.293
S -2.847 3.096 -5.231
C -0.533 4.348 -2.178
B -1.454 5.653 -2.027
O -2.584 5.538 -1.222
N -1.192 6.943 -2.612
C -0.808 7.872 -1.527
C -0.192 6.912 -3.694
C 0.808 4.455 -1.789
O 1.232 5.684 -1.339
C 1.717 3.405 -1.875
S 3.445 3.632 -1.390
C 3.832 2.424 -0.133
O 4.300 3.500 -2.533
O 3.632 4.906 -0.744
C 1.234 2.171 -2.347
C 2.090 0.936 -2.452
O 3.230 0.942 -2.806
H 4.563 -3.966 0.278
H 4.728 -2.573 1.332
H 4.229 -4.186 1.995
H 2.781 -1.580 2.359
H 1.245 -1.636 1.517
H 1.668 -2.876 2.733
H 3.979 -1.350 -1.727
H 0.099 -4.293 0.130
H -1.473 -3.851 -0.453
H -3.495 3.923 -2.675
H -3.138 1.723 -2.852
H -3.354 5.820 -1.726
H -1.301 8.837 -1.655
H -1.132 7.515 -0.548
H 0.270 8.010 -1.477
H -0.251 5.980 -4.251
H 0.814 7.129 -3.337
H -0.441 7.700 -4.410
H 1.018 5.759 -0.402
H 4.907 2.421 0.006
H 3.390 2.814 0.783
H 3.445 1.436 -0.354
C -2.797 -4.037 6.060
C -1.922 -4.302 4.854
O -0.527 -4.154 5.162
C 0.021 -5.159 5.846
O -0.536 -6.162 6.203
O 1.300 -4.852 6.075
C 1.993 -5.806 6.885
H -2.574 -3.057 6.484
H -3.850 -4.071 5.780
H -2.626 -4.778 6.840
H -2.131 -3.567 4.079
H -2.109 -5.289 4.431
H 1.905 -6.808 6.471
H 1.609 -5.783 7.903
H 3.039 -5.511 6.891
```

Total energy = -4930.700825 hartree
2S+1 = 1
SMILES string = CC(C)=Nc1c(O)c2c(c(S(=O)(=O)C(F)(F)C(F)(F)C(F)(F)F)c1CC(=O)Cl)C(=O)c1c([PH2]=S)c(B(O)N(C)C)c(O)c(S(C)(=O)=O)c1C2=O.CCOC(=O)OC
Kohn-Sham gap = 7.0 eV

In elementary charge units, the Löwdin charges are: atom 1 (C): -0.02, atom 2 (C): -0.36, atom 3 (C): 0.00, atom 4 (N): 0.15, atom 5 (C): -0.15, atom 6 (C): -0.16, atom 7 (O): 0.07, atom 8 (C): 0.00, atom 9 (C): -0.04, atom 10 (C): -0.13, atom 11 (S): 0.80, atom 12 (O): -0.22, atom 13 (O): -0.26, atom 14 (C): -0.46, atom 15 (F): 0.14, atom 16 (F): 0.12, atom 17 (C): -0.37, atom 18 (F): 0.17, atom 19 (F): 0.16, atom 20 (C): -0.55, atom 21 (F): 0.20, atom 22 (F): 0.20, atom 23 (F): 0.17, atom 24 (C): -0.10, atom 25 (C): -0.13, atom 26 (C): -0.79, atom 27 (O): 0.11, atom 28 (Cl): 0.66, atom 29 (C): -0.29, atom 30 (O): 0.11, atom 31 (C): -0.07, atom 32 (C): -0.24, atom 33 (P): 0.44, atom 34 (S): 0.17, atom 35 (C): -0.01, atom 36 (B): -0.58, atom 37 (O): 0.11, atom 38 (N): -0.07, atom 39 (C): -0.07, atom 40 (C): -0.06, atom 41 (C): -0.22, atom 42 (O): 0.03, atom 43 (C): -0.09, atom 44 (S): 0.68, atom 45 (C): -0.11, atom 46 (O): -0.28, atom 47 (O): -0.31, atom 48 (C): -0.04, atom 49 (C): -0.28, atom 50 (O): 0.16, atom 51 (H): 0.08, atom 52 (H): 0.09, atom 53 (H): 0.09, atom 54 (H): 0.09, atom 55 (H): 0.08, atom 56 (H): 0.10, atom 57 (H): 0.15, atom 58 (H): 0.10, atom 59 (H): 0.12, atom 60 (H): -0.02, atom 61 (H): -0.03, atom 62 (H): 0.10, atom 63 (H): 0.09, atom 64 (H): 0.08, atom 65 (H): 0.08, atom 66 (H): 0.09, atom 67 (H): 0.09, atom 68 (H): 0.09, atom 69 (H): 0.14, atom 70 (H): 0.08, atom 71 (H): 0.07, atom 72 (H): 0.04, atom 73 (C): -0.06, atom 74 (C): -0.21, atom 75 (O): 0.03, atom 76 (C): -0.61, atom 77 (O): 0.13, atom 78 (O): 0.00, atom 79 (C): -0.04, atom 80 (H): 0.08, atom 81 (H): 0.08, atom 82 (H): 0.08, atom 83 (H): 0.12, atom 84 (H): 0.13, atom 85 (H): 0.10, atom 86 (H): 0.10, atom 87 (H): 0.09

Entry from OMol25: C4H14BKO2 as an isolated structure (ωB97M-V/def2-TZVPD).

```
22
C4H14BKO2 | OMol25 | ωB97M-V/def2-TZVPD
K -11.499 21.355 38.529
B -9.822 21.934 39.617
H -9.527 22.445 38.714
H -10.748 22.348 39.986
H -10.036 20.928 39.291
H -9.058 21.807 40.368
C -8.739 19.454 38.652
O -10.207 19.652 38.699
C -11.015 18.505 38.825
C -12.354 18.857 39.440
O -13.170 19.725 38.613
C -14.392 20.228 39.123
H -8.571 18.716 37.868
H -8.307 19.073 39.577
H -8.217 20.355 38.328
H -10.511 17.773 39.455
H -11.160 18.033 37.854
H -12.200 19.248 40.445
H -12.787 17.878 39.648
H -13.993 21.009 39.771
H -15.039 19.528 39.652
H -15.008 20.658 38.334
```

Total energy = -935.749254 hartree
2S+1 = 1
Relative energy (zero: lowest compared OMol25 entry of this formula, charge and spin) = 358.16 kJ/mol
Kohn-Sham gap = 7.2 eV

In elementary charge units, the Löwdin charges are: atom 1 (K): 1.01, atom 2 (B): -0.58, atom 3 (H): -0.03, atom 4 (H): -0.08, atom 5 (H): -0.18, atom 6 (H): -0.02, atom 7 (C): -0.01, atom 8 (O): -0.45, atom 9 (C): -0.19, atom 10 (C): -0.18, atom 11 (O): -0.33, atom 12 (C): -0.08, atom 13 (H): 0.09, atom 14 (H): 0.11, atom 15 (H): 0.10, atom 16 (H): 0.14, atom 17 (H): 0.13, atom 18 (H): 0.14, atom 19 (H): 0.13, atom 20 (H): 0.09, atom 21 (H): 0.10, atom 22 (H): 0.10

Entry from OMol25: C31H42CeCl2N3O3PS3SiTe as an isolated structure (ωB97M-V/def2-TZVPD).

```
88
C31H42CeCl2N3O3PS3SiTe | OMol25 | ωB97M-V/def2-TZVPD
Ce 9.278 14.710 13.263
C 12.184 8.403 13.482
Si 12.677 10.205 13.614
C 14.509 10.536 13.173
C 12.432 10.772 15.394
C 11.406 10.963 12.414
C 10.724 10.210 11.447
C 9.395 10.445 11.105
C 8.768 11.548 11.640
N 9.408 12.353 12.528
C 10.706 12.167 12.866
S 11.556 13.371 13.804
H 12.593 7.742 14.284
H 12.485 7.959 12.519
H 11.099 8.341 13.574
H 15.139 10.100 13.974
H 14.629 11.630 13.092
H 14.710 10.072 12.221
H 12.621 11.828 15.573
H 13.036 10.213 16.092
H 11.350 10.601 15.707
H 11.213 9.335 10.958
H 8.880 9.814 10.410
H 7.746 11.766 11.347
S 8.263 17.071 14.731
C 8.336 16.601 16.358
N 8.104 17.547 17.296
C 8.366 17.273 18.722
C 9.362 16.153 18.980
N 9.126 15.001 18.085
C 9.915 13.799 18.416
C 9.245 12.782 19.223
C 8.750 13.049 20.499
C 8.154 12.060 21.258
C 8.013 10.769 20.724
C 8.538 10.460 19.464
C 9.150 11.453 18.715
C 8.666 15.222 16.800
S 8.371 13.887 15.800
C 7.329 18.774 16.987
C 7.992 20.129 17.190
C 8.785 20.783 16.196
C 9.327 22.053 16.430
C 9.170 22.675 17.653
C 8.331 22.078 18.607
C 7.782 20.809 18.392
H 7.419 17.101 19.257
H 8.787 18.242 19.185
H 9.384 15.839 20.034
H 10.398 16.545 18.852
H 10.882 14.066 18.926
H 10.167 13.378 17.423
H 8.736 14.059 20.910
H 7.849 12.327 22.253
H 7.480 10.052 21.287
H 8.528 9.433 19.106
H 9.505 11.235 17.698
H 6.460 18.678 17.706
H 6.960 18.609 15.983
H 9.086 20.239 15.279
H 9.945 22.503 15.641
H 9.622 23.650 17.869
H 8.106 22.624 19.494
H 7.203 20.361 19.191
Cl 6.322 14.020 12.793
C 5.752 15.456 11.612
Cl 6.869 16.847 11.680
H 4.757 15.728 11.966
H 5.762 14.991 10.639
C 13.579 13.921 8.452
C 13.094 15.265 8.966
O 12.192 14.981 10.115
P 11.120 16.068 10.568
O 10.042 15.159 11.153
Te 11.643 17.600 12.300
O 10.576 16.696 9.241
C 9.176 17.124 8.821
C 8.637 16.072 7.815
H 13.960 13.995 7.440
H 12.755 13.226 8.411
H 14.354 13.454 9.027
H 12.576 15.866 8.194
H 13.919 15.895 9.343
H 9.298 18.108 8.412
H 8.604 17.197 9.714
H 8.780 16.445 6.782
H 7.557 15.861 7.933
H 9.163 15.159 7.929
```

Total energy = -5085.375175 hartree
2S+1 = 2
Total charge = +1
Kohn-Sham gap (spin up / spin down) = 5.1 / 5.1 eV
⟨S²⟩ = 0.75

In elementary charge units, the Löwdin charges are: atom 1 (Ce): 0.13, atom 2 (C): -0.19, atom 3 (Si): 0.53, atom 4 (C): -0.17, atom 5 (C): -0.22, atom 6 (C): -0.21, atom 7 (C): -0.08, atom 8 (C): -0.06, atom 9 (C): -0.11, atom 10 (N): -0.12, atom 11 (C): -0.69, atom 12 (S): 0.65, atom 13 (H): 0.05, atom 14 (H): 0.04, atom 15 (H): 0.03, atom 16 (H): 0.04, atom 17 (H): 0.03, atom 18 (H): 0.01, atom 19 (H): -0.03, atom 20 (H): 0.03, atom 21 (H): 0.05, atom 22 (H): 0.12, atom 23 (H): 0.10, atom 24 (H): 0.10, atom 25 (S): 0.69, atom 26 (C): -0.60, atom 27 (N): -0.09, atom 28 (C): -0.10, atom 29 (C): -0.11, atom 30 (N): -0.06, atom 31 (C): -0.15, atom 32 (C): -0.22, atom 33 (C): -0.05, atom 34 (C): -0.07, atom 35 (C): -0.06, atom 36 (C): -0.07, atom 37 (C): -0.02, atom 38 (C): -0.56, atom 39 (S): 0.75, atom 40 (C): -0.12, atom 41 (C): -0.20, atom 42 (C): -0.02, atom 43 (C): -0.08, atom 44 (C): -0.07, atom 45 (C): -0.07, atom 46 (C): -0.06, atom 47 (H): 0.14, atom 48 (H): 0.16, atom 49 (H): 0.12, atom 50 (H): 0.15, atom 51 (H): 0.16, atom 52 (H): 0.09, atom 53 (H): 0.10, atom 54 (H): 0.10, atom 55 (H): 0.09, atom 56 (H): 0.11, atom 57 (H): 0.11, atom 58 (H): 0.15, atom 59 (H): 0.06, atom 60 (H): 0.11, atom 61 (H): 0.12, atom 62 (H): 0.11, atom 63 (H): 0.10, atom 64 (H): 0.11, atom 65 (Cl): 0.52, atom 66 (C): -0.71, atom 67 (Cl): 0.62, atom 68 (H): 0.05, atom 69 (H): 0.03, atom 70 (C): -0.07, atom 71 (C): -0.22, atom 72 (O): -0.26, atom 73 (P): 0.06, atom 74 (O): -0.58, atom 75 (Te): 0.44, atom 76 (O): -0.30, atom 77 (C): -0.15, atom 78 (C): -0.05, atom 79 (H): 0.08, atom 80 (H): 0.07, atom 81 (H): 0.07, atom 82 (H): 0.11, atom 83 (H): 0.12, atom 84 (H): 0.11, atom 85 (H): 0.03, atom 86 (H): 0.08, atom 87 (H): 0.08, atom 88 (H): 0.06

Entry from OMol25: a 2-piece molecular cluster, C4H7N2 overall (ωB97M-V/def2-TZVPD).

```
13
C4H7N2 | OMol25 | ωB97M-V/def2-TZVPD
C -3.262 -0.339 0.054
C 1.241 -0.906 -0.069
C 1.797 0.478 0.009
C -0.436 1.065 -0.267
N -2.245 0.136 -0.150
N 0.428 0.200 0.433
H -4.198 -0.642 0.490
H 1.099 -1.191 -1.009
H 1.150 -1.556 0.789
H 2.581 0.928 0.590
H 1.824 0.867 -1.058
H -0.331 0.821 -1.287
H 0.354 0.139 1.473
```

Total energy = -265.645138 hartree
2S+1 = 1
Relative energy (zero: lowest compared OMol25 entry of this formula, charge and spin) = 691.40 kJ/mol
Total charge = +1
Kohn-Sham gap = 10.0 eV

In elementary charge units, the natural (NBO) charges are: atom 1 (C): 0.25, atom 2 (C): -0.20, atom 3 (C): -0.21, atom 4 (C): 0.05, atom 5 (N): -0.32, atom 6 (N): -0.44, atom 7 (H): 0.27, atom 8 (H): 0.23, atom 9 (H): 0.24, atom 10 (H): 0.28, atom 11 (H): 0.26, atom 12 (H): 0.13, atom 13 (H): 0.45

Entry from OMol25: an isolated ion of composition C4H10NO2 and charge -1 (ωB97M-V/def2-TZVPD).

```
17
C4H10NO2 | OMol25 | ωB97M-V/def2-TZVPD
C -1.005 1.178 -1.556
N -0.398 -0.131 -1.413
C 0.336 -0.372 -0.140
C -0.673 -0.855 0.924
O -1.613 -1.685 0.409
C 1.184 0.846 0.242
O 2.091 0.554 1.308
H -0.280 1.919 -1.941
H -1.782 1.152 -2.324
H -1.457 1.617 -0.651
H -1.159 -0.815 -1.288
H 1.076 -1.140 -0.417
H -0.092 -1.302 1.760
H -1.129 0.104 1.335
H 1.805 1.105 -0.610
H 0.506 1.657 0.551
H 1.559 0.517 2.110
```

Total energy = -363.613833 hartree
2S+1 = 1
SMILES string = CN[C@H](C[O-])CO
Relative energy (zero: lowest compared OMol25 entry of this formula, charge and spin) = 290.35 kJ/mol
Total charge = -1
Kohn-Sham gap = 6.5 eV

In elementary charge units, the natural (NBO) charges are: atom 1 (C): -0.42, atom 2 (N): -0.67, atom 3 (C): -0.10, atom 4 (C): -0.04, atom 5 (O): -0.96, atom 6 (C): -0.07, atom 7 (O): -0.74, atom 8 (H): 0.16, atom 9 (H): 0.18, atom 10 (H): 0.16, atom 11 (H): 0.41, atom 12 (H): 0.17, atom 13 (H): 0.09, atom 14 (H): 0.05, atom 15 (H): 0.17, atom 16 (H): 0.15, atom 17 (H): 0.46

Entry from OMol25: an isolated ion of composition C3H9N2S and charge +1 (ωB97M-V/def2-TZVPD).

```
15
C3H9N2S | OMol25 | ωB97M-V/def2-TZVPD
C 0.470 -0.137 0.020
C 0.035 -1.299 1.007
C -0.329 0.865 -0.849
N 1.800 -0.217 -0.244
N -1.516 0.425 -1.477
S -0.119 1.781 0.892
H -1.061 -1.362 0.959
H 0.324 -1.010 1.955
H 0.586 -2.272 0.862
H 0.242 1.677 -1.283
H 2.306 0.487 -0.781
H 2.395 -0.794 0.452
H -1.038 0.896 1.548
H -2.195 -0.176 -0.913
H -1.900 1.136 -2.150
```

Total energy = -627.094579 hartree
2S+1 = 1
Relative energy (zero: lowest compared OMol25 entry of this formula, charge and spin) = 198.18 kJ/mol
Total charge = +1
Kohn-Sham gap = 10.0 eV

In elementary charge units, the natural (NBO) charges are: atom 1 (C): 0.33, atom 2 (C): -0.66, atom 3 (C): -0.07, atom 4 (N): -0.74, atom 5 (N): -0.80, atom 6 (S): 0.08, atom 7 (H): 0.24, atom 8 (H): 0.25, atom 9 (H): 0.27, atom 10 (H): 0.25, atom 11 (H): 0.42, atom 12 (H): 0.42, atom 13 (H): 0.16, atom 14 (H): 0.42, atom 15 (H): 0.43